1.
DFT (ωB97M-V/def2-TZVPD) results for C25H30N2O6S in the gas phase.

```
64
Properties=species:S:1:pos:R:3:forces:R:3:lowdin_charge:R:1
C 3.6895 3.5875 -0.4985 -0.143 0.208 -0.008 -0.0774
O 4.3785 2.3729 -0.3455 0.048 -0.451 0.090 -0.0572
C 3.6628 1.2590 -0.0276 0.142 -0.080 -0.010 -0.1786
C 2.2933 1.2367 0.1680 0.081 0.093 0.029 0.0163
C 1.6504 0.0427 0.4681 0.332 -0.180 0.080 -0.2588
C 0.1655 0.0092 0.6590 -0.052 0.185 -0.443 -0.4523
C -0.2922 0.8783 1.8276 -0.097 -0.226 0.094 -0.0747
C -1.7984 0.8094 1.9339 0.478 0.202 0.226 -0.4456
O -2.3639 -0.0141 2.6338 -0.013 -0.232 0.184 0.0613
N -2.4843 1.7205 1.2035 -0.291 0.268 0.061 0.0051
C -3.9396 1.6728 1.2139 -0.315 -0.185 -0.079 -0.0226
C -4.4339 0.6331 0.1912 -0.009 0.324 0.565 -0.4712
O -4.9666 0.9523 -0.8510 -0.102 0.145 -0.400 0.0659
N -4.2266 -0.6321 0.5938 0.098 -0.504 0.196 0.0879
C -4.3980 -1.7597 -0.2879 0.406 -0.004 -0.268 -0.1118
C -3.0600 -2.1592 -0.9338 -0.600 0.253 -0.353 -0.3226
C -3.1961 -3.3964 -1.8403 0.120 0.091 0.167 -0.1211
C -2.0339 -4.2876 -1.4008 0.002 0.125 0.195 -0.1496
C -1.8718 -3.8680 0.0584 0.055 -0.409 -0.058 -0.1988
O -2.0941 -2.4755 0.0654 0.088 0.244 0.127 -0.1297
C -1.8593 2.6476 0.3394 0.271 0.334 -0.308 -0.2312
C -2.1205 4.0061 0.4805 0.012 -0.085 0.024 -0.0063
C -1.5463 4.9256 -0.3781 -0.035 0.007 0.006 -0.0693
C -0.7040 4.4987 -1.3921 -0.001 0.046 -0.061 -0.0770
C -0.4273 3.1519 -1.5340 0.012 0.081 0.046 -0.1031
C -0.9918 2.2240 -0.6695 -0.032 -0.477 0.004 -0.4445
S -0.6687 0.4988 -0.9256 -0.149 0.057 0.164 1.0588
C 2.3891 -1.1215 0.5809 -0.173 0.020 0.048 0.0270
C 3.7710 -1.1190 0.4139 0.260 0.108 -0.076 -0.1772
O 4.5388 -2.2470 0.5610 0.025 0.523 -0.043 -0.1069
C 3.8975 -3.4722 0.8126 -0.088 -0.194 0.055 -0.0801
C 4.4244 0.0783 0.0920 0.120 0.025 -0.083 -0.1253
O 5.7635 0.2549 -0.0956 -0.399 0.082 0.284 -0.0510
C 6.5745 -0.8245 -0.5007 0.375 -0.274 -0.110 -0.0702
H 4.4490 4.3233 -0.7580 -0.084 -0.011 0.014 0.0954
H 3.1943 3.8935 0.4296 0.002 -0.027 -0.042 0.0992
H 2.9472 3.5357 -1.3024 0.010 -0.013 0.039 0.0906
H 1.7127 2.1384 0.0604 -0.030 0.137 -0.029 0.0958
H -0.1871 -1.0143 0.8070 0.035 0.071 0.035 0.0984
H 0.0519 1.9069 1.7091 0.044 -0.085 0.011 0.1227
H 0.1354 0.4635 2.7427 -0.087 0.069 -0.032 0.1421
H -4.3367 2.6485 0.9357 0.028 -0.157 0.012 0.1267
H -4.2700 1.3947 2.2180 0.023 0.083 -0.111 0.1355
H -3.6603 -0.7886 1.4222 -0.097 0.198 -0.053 0.1101
H -4.7982 -2.5972 0.2904 -0.024 -0.031 -0.105 0.1312
H -5.1052 -1.4731 -1.0692 0.003 -0.122 0.064 0.1311
H -2.6707 -1.2926 -1.4804 -0.122 -0.139 0.093 0.1036
H -3.1461 -3.1308 -2.8930 -0.069 -0.007 -0.046 0.1154
H -4.1490 -3.8925 -1.6508 -0.061 -0.033 -0.039 0.1132
H -2.2424 -5.3489 -1.5120 0.034 -0.064 -0.038 0.1102
H -1.1315 -4.0371 -1.9589 0.042 -0.044 -0.004 0.1134
H -0.8741 -4.0487 0.4623 -0.059 -0.044 0.021 0.1189
H -2.6101 -4.3803 0.6933 0.081 0.004 -0.026 0.1243
H -2.7771 4.3382 1.2709 -0.063 0.023 0.084 0.1204
H -1.7592 5.9765 -0.2555 -0.018 0.094 0.019 0.1054
H -0.2621 5.2139 -2.0688 0.034 0.071 -0.070 0.1050
H 0.2211 2.7970 -2.3204 0.107 -0.021 -0.053 0.1050
H 1.8728 -2.0372 0.8172 -0.033 -0.145 0.028 0.1055
H 4.6951 -4.2130 0.8510 -0.098 0.004 0.010 0.0956
H 3.1988 -3.7357 0.0120 0.012 0.017 0.036 0.0971
H 3.3690 -3.4634 1.7713 0.003 -0.001 -0.050 0.0971
H 6.1342 -1.3654 -1.3421 0.009 0.022 0.031 0.1001
H 7.5148 -0.3710 -0.8146 -0.050 -0.051 -0.015 0.0938
H 6.7618 -1.5236 0.3171 0.004 0.082 -0.130 0.0884
```
Forces are in eV/Å.

As for the total charge: 0. As for the energy relative to the best compared isomer or geometry (same formula, charge and spin): 24.2 kcal/mol. Its strongest force on any atom is 0.74 eV/Å. Its HOMO-LUMO gap is 8.39 eV. The LUMO energy is 0.57 eV.

2.
DFT (ωB97M-V/def2-TZVPD) results for a molecular structure, C46H38As2CuN4O.

```
92
Properties=species:S:1:pos:R:3:forces:R:3:lowdin_charge:R:1
Cu 0.9811 -1.8863 0.7960 0.198 0.053 0.358 0.1461
C 4.5578 0.2264 -0.0614 -0.075 0.018 -0.164 -0.4541
C 3.1725 0.8096 -0.3618 0.117 -0.010 0.069 -0.4142
As 1.8739 0.3485 1.0271 -0.164 -0.142 -0.053 1.3242
C 2.5863 1.2745 2.5676 0.056 0.002 -0.011 -0.3872
C 2.6656 0.6135 3.7872 -0.020 0.002 -0.004 -0.1154
C 3.1739 1.2660 4.9043 -0.003 0.013 -0.003 -0.0738
C 3.6048 2.5801 4.8011 -0.002 -0.009 -0.011 -0.0726
C 3.5223 3.2472 3.5837 -0.006 -0.008 0.020 -0.0686
C 3.0124 2.5976 2.4707 -0.008 -0.018 -0.002 -0.0973
C 0.3670 1.4817 0.5775 -0.079 0.091 0.022 -0.3711
C -0.0045 1.7195 -0.7434 -0.034 -0.041 0.033 -0.1075
C -1.1706 2.4200 -1.0285 -0.019 0.007 -0.019 -0.0749
C -1.9735 2.8883 0.0023 0.010 -0.043 -0.001 -0.0796
C -1.6111 2.6494 1.3222 -0.009 -0.021 -0.011 -0.0782
C -0.4501 1.9450 1.6079 0.025 0.022 -0.021 -0.1088
As 4.7473 -1.6555 -0.6367 0.036 0.077 0.156 1.3063
C 3.8727 -2.5006 0.9072 0.010 -0.037 -0.088 -0.4110
C 4.2538 -2.3023 2.2222 0.038 -0.008 0.034 -0.0982
C 3.5060 -2.8428 3.2691 -0.022 0.016 -0.024 -0.0809
C 2.3551 -3.5651 3.0086 0.041 0.030 0.048 -0.0731
C 1.9707 -3.8058 1.6861 -0.025 -0.044 -0.156 -0.1244
C 2.7468 -3.2941 0.6395 -0.169 -0.005 0.043 -0.2033
C 6.6062 -1.9460 -0.1331 0.006 -0.079 0.008 -0.4183
C 7.2177 -3.0870 -0.6488 0.026 0.014 0.017 -0.1309
C 8.5306 -3.3950 -0.3219 0.001 0.017 0.014 -0.0800
C 9.2498 -2.5572 0.5200 -0.038 0.012 -0.011 -0.0789
C 8.6520 -1.4121 1.0288 0.036 -0.038 -0.009 -0.0786
C 7.3366 -1.1082 0.7051 -0.020 0.026 -0.016 -0.1197
H 4.8108 0.3552 0.9919 0.011 -0.057 0.042 0.0478
H 5.3167 0.7593 -0.6373 -0.009 0.053 -0.019 0.0734
H 2.7790 0.4289 -1.3064 -0.006 0.002 -0.033 0.0460
H 3.2144 1.8956 -0.4428 -0.006 0.052 0.016 0.0704
H 2.3285 -0.4136 3.8634 0.012 -0.006 -0.002 0.0806
H 3.2322 0.7474 5.8529 0.000 0.011 -0.010 0.1071
H 4.0023 3.0892 5.6698 -0.006 -0.009 -0.016 0.1086
H 3.8505 4.2758 3.5051 -0.002 -0.017 0.001 0.1093
H 2.9353 3.1281 1.5286 0.005 0.011 0.007 0.1058
H 0.6029 1.3516 -1.5631 0.021 0.006 -0.005 0.0982
H -1.4539 2.5984 -2.0593 0.016 -0.004 0.025 0.1127
H -2.8769 3.4409 -0.2245 0.011 -0.004 0.005 0.1073
H -2.2303 3.0163 2.1320 0.018 -0.004 -0.020 0.1076
H -0.1700 1.7696 2.6413 -0.005 0.006 -0.006 0.1042
H 5.1410 -1.7205 2.4496 -0.013 -0.015 -0.019 0.1067
H 3.8285 -2.6879 4.2914 -0.015 0.001 -0.009 0.1134
H 1.7743 -3.9811 3.8217 0.007 0.000 0.004 0.1122
H 1.1307 -4.4550 1.4635 0.042 -0.014 0.061 0.1181
H 2.5002 -3.5564 -0.3847 0.054 -0.030 -0.004 0.0939
H 6.6665 -3.7406 -1.3156 0.000 -0.004 -0.006 0.0918
H 8.9933 -4.2843 -0.7312 -0.008 0.021 0.019 0.1067
H 10.2755 -2.7924 0.7739 -0.018 0.006 -0.008 0.1067
H 9.2113 -0.7510 1.6791 -0.008 -0.013 -0.011 0.1064
H 6.8946 -0.2057 1.1086 0.007 -0.006 0.003 0.0877
C -10.6494 3.2160 -4.0868 0.010 -0.011 -0.015 -0.0672
O -9.4459 2.9323 -4.7853 -0.057 0.032 -0.029 -0.0658
C -8.4402 2.3459 -4.1078 0.016 -0.026 0.060 -0.2795
C -7.2803 2.0835 -4.8410 0.012 0.013 -0.071 0.0158
C -6.1977 1.4881 -4.2391 0.060 -0.019 0.005 -0.0125
C -6.2361 1.1366 -2.8850 -0.076 0.032 0.007 -0.1620
C -7.3960 1.3956 -2.1661 0.001 0.005 -0.009 -0.0250
C -8.4962 1.9965 -2.7623 -0.003 -0.016 0.051 -0.0085
C -5.0630 0.5100 -2.2798 0.127 -0.099 0.113 -0.2490
N -3.9906 0.1191 -2.9297 0.040 -0.002 -0.170 0.1979
C -3.1571 -0.4047 -1.9815 -0.073 0.059 0.047 -0.1813
C -3.7227 -0.3305 -0.7321 0.015 0.060 -0.078 -0.1358
N -4.9445 0.2558 -0.9354 -0.251 0.102 0.049 0.1921
C -3.0598 -0.7489 0.4553 0.072 -0.074 0.108 -0.0651
C -3.5956 -0.6773 1.7492 0.020 0.005 0.001 0.0144
C -2.8472 -1.1115 2.8141 -0.064 -0.007 0.009 -0.0303
C -1.5682 -1.6167 2.5766 0.093 -0.036 -0.036 -0.1006
N -1.0399 -1.6934 1.3684 0.016 0.088 -0.118 0.0716
C -1.7571 -1.2662 0.3055 -0.213 0.030 0.208 -0.1281
C -1.1402 -1.3368 -1.0095 0.055 -0.010 -0.190 -0.1409
N 0.1335 -1.7790 -1.0785 0.000 0.049 -0.275 0.0627
C 0.7337 -1.8207 -2.2586 -0.007 -0.063 0.160 -0.1089
C 0.1083 -1.4336 -3.4431 -0.041 0.008 -0.120 -0.0252
C -1.1871 -0.9793 -3.3934 0.037 0.004 -0.011 0.0268
C -1.8372 -0.9202 -2.1556 0.117 -0.031 0.037 -0.0766
H -11.3117 3.6819 -4.8089 0.000 0.008 -0.015 0.0957
H -10.4724 3.9063 -3.2600 0.015 0.014 0.015 0.0966
H -11.1125 2.3018 -3.7104 0.008 -0.021 0.005 0.0973
H -7.2616 2.3604 -5.8872 0.015 -0.014 0.029 0.1262
H -5.2994 1.2824 -4.8063 -0.026 0.009 0.015 0.1146
H -7.4796 1.1219 -1.1201 0.009 0.001 -0.015 0.1060
H -9.3828 2.1783 -2.1736 0.002 0.002 -0.007 0.1054
H -5.6304 0.4866 -0.2379 0.038 -0.013 -0.018 0.1488
H -4.5922 -0.2834 1.9082 0.017 -0.006 -0.005 0.1202
H -3.2319 -1.0750 3.8240 0.012 0.006 -0.021 0.1143
H -0.9524 -1.9721 3.3948 -0.004 0.021 -0.014 0.1182
H 1.7589 -2.1746 -2.2684 0.011 0.017 0.016 0.0972
H 0.6496 -1.4956 -4.3777 -0.018 0.007 0.029 0.1153
H -1.7153 -0.6566 -4.2815 0.001 -0.007 0.018 0.1265
```
Forces are in eV/Å.

As for the total charge: +1. Its strongest force on any atom is 0.41 eV/Å. Its HOMO-LUMO gap is 7.19 eV. The LUMO energy is -2.73 eV.

3.
DFT (ωB97M-V/def2-TZVPD) results for 2 unconnected molecules or ions with the total composition C4H13NO at a distorted geometry.

```
19
Properties=species:S:1:pos:R:3:forces:R:3:lowdin_charge:R:1
C -0.8722 0.1447 -1.3311 -0.453 0.733 0.683 -0.1332
N 0.1261 0.8078 -0.5001 -0.484 0.454 -0.668 -0.1062
C 1.0636 -0.0101 0.2303 0.504 -0.840 0.190 -0.4712
C 2.3954 -0.1727 -0.5462 -0.801 0.044 0.566 -0.0653
C 0.5358 -1.4030 0.6439 0.068 0.703 1.116 -0.0869
H -1.6620 -0.3393 -0.7418 0.196 -0.469 -0.085 0.0709
H -0.4072 -0.5407 -2.0156 0.101 -0.375 -0.305 0.0713
H -1.4155 0.9061 -1.8923 0.252 0.028 -0.251 0.0790
H -0.3170 1.5667 -0.0057 0.341 -0.134 0.351 0.0924
H 1.3024 0.4661 1.1844 -0.059 0.321 -0.116 0.1271
H 2.9649 -0.9663 -0.0735 0.310 -0.064 0.019 0.0630
H 2.9598 0.7591 -0.5035 -0.004 -0.086 -0.331 0.0714
H 2.1697 -0.4807 -1.5643 0.157 0.163 -0.190 0.0708
H 1.2916 -1.8285 1.3207 -0.123 -0.197 -0.414 0.0742
H 0.3301 -2.0817 -0.1797 -0.058 0.002 0.000 0.0723
H -0.3430 -1.2615 1.2995 0.027 -0.258 -0.556 0.0779
O -3.5728 1.3246 1.2690 0.314 -0.037 -0.064 -0.0670
H -3.9418 1.7827 2.0326 0.224 -0.048 -0.059 0.0351
H -2.6078 1.3267 1.3733 -0.512 0.060 0.117 0.0245
```
Forces are in eV/Å.

As for the total charge: 0. As for the energy relative to the best compared isomer or geometry (same formula, charge and spin): 17.0 kcal/mol. Its strongest force on any atom is 1.32 eV/Å. Its HOMO-LUMO gap is 9.09 eV. The LUMO energy is 0.66 eV.

Which of these has the lowest LUMO? C46H38As2CuN4O

The lowest LUMO belongs to which entry? C46H38As2CuN4O